No. 1
DFT (wB97M-V/def2-TZVPD) results for the molecule C5H7N at a distorted geometry.

- LUMO (eV) = 1.2
- total charge = 0
- 2S+1 = 1
- HOMO level (eV) = -8.845

Positions of all 13 atoms, in Å:
C -0.69276 1.17066 0.23390
C 0.72163 0.78051 0.28471
C -0.06746 0.40865 -0.91398
C 0.06561 -1.10492 -0.72489
N -0.46934 -1.64503 0.52456
C 0.77394 -0.97219 0.55944
H -0.96643 2.19336 -0.00573
H -1.37637 0.69620 0.93865
H 1.57818 1.48118 0.32445
H -0.00110 0.85697 -1.89246
H 0.17174 -1.79222 -1.55915
H -1.27017 -1.22073 0.98983
H 1.55378 -0.78262 1.23914

Force components x, y, z for each atom (eV/Å):
-0.46 0.03 -0.04
-0.31 -0.62 -0.01
-0.55 0.06 -0.62
0.04 -0.16 -0.27
0.26 0.44 0.48
-0.13 3.26 0.18
0.13 -0.07 0.05
-0.08 0.08 -0.25
-0.53 -0.83 0.15
-0.10 0.10 -0.07
0.19 -0.03 0.21
0.05 0.17 -0.36
1.48 -2.45 0.56

Atomic partial charges in e from the Mulliken method, atoms 1 to 6:
1. C -0.69
2. C -0.12
3. C -0.31
4. C -0.20
5. N -0.52
6. C -0.40

No. 2
DFT (wB97M-V/def2-TZVPD) results for the molecule C5H7N.

- LUMO (eV) = 0.8
- total charge = 0
- 2S+1 = 1
- HOMO level (eV) = -9.552

Positions of all 13 atoms, in Å:
C -1.02623 1.16278 1.15621
C -0.03831 0.38771 0.26313
C 0.63865 -0.95712 0.45498
C 0.88454 -1.43274 -0.78209
C 0.17481 -0.55854 -1.71118
N -0.40785 0.43669 -1.14446
H -1.74854 1.62971 0.47843
H -1.57911 0.60080 1.91580
H -0.50062 1.98033 1.66280
H 0.89449 0.98219 0.26780
H 1.06245 -1.34835 1.37751
H 1.59125 -2.20210 -1.07656
H 0.15571 -0.66764 -2.79364

Force components x, y, z for each atom (eV/Å):
0.00 -0.01 0.03
0.08 0.13 0.01
0.12 0.10 -0.09
0.03 0.09 0.15
0.03 0.18 -0.08
0.32 -0.12 -0.14
0.08 -0.13 0.20
0.23 -0.17 -0.27
-0.14 -0.23 0.03
-0.12 0.17 0.00
-0.15 0.24 -0.15
-0.40 -0.14 0.17
-0.07 -0.09 0.15

Atomic partial charges in e from the Mulliken method, atoms 1 to 6:
1. C -1.05
2. C 0.72
3. C -0.69
4. C -0.25
5. C -0.32
6. N -0.57

No. 3
DFT (wB97M-V/def2-TZVPD) results for a cluster of 2 separate species, C5H7N in total at a distorted geometry.

- LUMO (alpha / beta) (eV) = -0.6 / -0.6
- total charge = 0
- 2S+1 = 1
- HOMO level (alpha / beta) (eV) = -9.116 / -9.072

Positions of all 13 atoms, in Å:
N 2.13464 -0.61254 1.52882
C 1.62857 -0.22677 0.55807
C 1.07307 0.28252 -0.70500
C -0.28218 0.92560 -0.54534
C -0.70892 -1.11570 1.65436
C -1.30852 0.66100 -1.34049
H 1.02028 -0.55272 -1.41133
H 1.79463 1.00504 -1.10864
H -0.37857 1.63450 0.27372
H -0.80075 -0.83545 2.72621
H -0.66147 -2.22581 1.69750
H -1.24035 -0.08287 -2.13134
H -2.27044 1.14320 -1.19655

Force components x, y, z for each atom (eV/Å):
-0.68 0.36 -0.97
0.43 -0.38 0.95
0.01 -0.03 -0.10
-0.18 0.05 -0.16
-0.10 -0.30 0.36
0.12 0.05 0.07
0.00 0.12 0.09
-0.08 -0.10 0.10
0.00 -0.07 -0.15
0.17 0.03 -0.18
0.16 0.18 -0.04
0.01 0.12 0.08
0.16 -0.02 -0.04

Atomic partial charges in e from the Mulliken method, atoms 1 to 6:
1. N -0.45
2. C 0.22
3. C -0.33
4. C -0.10
5. C -0.45
6. C -0.68